{
  "formula": "C4H12N3O",
  "method": "ωB97M-V with the def2-TZVPD basis set",
  "spin_multiplicity": 3,
  "de_lowest_kj_mol": 203.5,
  "molar_mass_g_mol": 118.16,
  "homo_energy_ev": [-8.8, -12.8],
  "total_charge": 1,
  "s2": 2.010,
  "species": ["C", "C", "C", "C", "N", "N", "N", "O", "H", "H", "H", "H", "H", "H", "H", "H", "H", "H", "H", "H"],
  "coordinates": [[-1.398, 0.448, 0.139], [-1.641, 0.593, -1.352], [-1.362, -0.638, 0.895], [1.579, -0.876, 0.563], [1.301, -2.118, 0.237], [1.797, 0.039, -0.446], [1.825, 1.470, -0.336], [-1.375, 1.694, 0.802], [-1.391, -0.352, -1.894], [-2.662, 0.771, -1.227], [-1.176, 1.535, -1.834], [-1.425, -1.671, 0.476], [-1.446, -0.496, 1.937], [1.509, -0.335, 1.550], [-1.756, 1.590, 1.624], [0.752, -2.570, 0.924], [1.914, -0.401, -1.417], [0.946, 1.952, 0.009], [1.340, -2.510, -0.731], [2.669, 1.875, 0.081]],
  "forces_ev_per_angstrom": [[0.51, 5.64, -1.95], [2.81, 0.06, 0.60], [-0.23, -3.51, 0.40], [0.80, 4.56, 2.81], [-0.44, -3.22, -1.66], [-0.31, 1.66, -2.99], [-0.96, -0.85, -0.08], [0.98, -2.16, -4.70], [-0.43, 0.96, 0.39], [-2.21, 0.24, -0.90], [-0.58, -1.62, 0.99], [0.26, 1.10, 0.35], [0.15, -0.22, 1.15], [0.05, -1.61, -0.90], [-1.01, -0.19, 3.35], [-0.37, -1.19, 0.12], [-0.02, 1.64, 1.77], [1.37, -1.27, -0.28], [-0.01, 0.66, 1.65], [-0.36, -0.68, -0.13]]
}

---

{
  "formula": "C4H12N3O",
  "method": "ωB97M-V with the def2-TZVPD basis set",
  "spin_multiplicity": 3,
  "de_lowest_kj_mol": 56.9,
  "molar_mass_g_mol": 118.16,
  "homo_energy_ev": [-9.7, -13.4],
  "total_charge": 1,
  "s2": 2.009,
  "species": ["C", "C", "C", "C", "N", "N", "N", "O", "H", "H", "H", "H", "H", "H", "H", "H", "H", "H", "H", "H"],
  "coordinates": [[-1.715, 0.701, 0.301], [-3.227, 0.688, -0.194], [1.716, -1.059, 1.136], [1.492, -0.390, -0.227], [2.175, 0.750, -0.483], [-0.778, 0.096, -0.295], [1.360, -1.172, -1.296], [-1.566, 1.389, 1.390], [-3.876, 0.316, 0.516], [-3.495, 0.200, -1.125], [-3.421, 1.755, -0.254], [1.339, -0.383, 2.011], [2.767, -1.298, 1.270], [1.268, -1.991, 1.197], [2.340, 0.996, -1.432], [2.625, 1.330, 0.330], [-1.137, -0.220, -1.228], [-0.705, 1.389, 1.690], [1.787, -0.956, -2.205], [1.050, -2.143, -1.103]],
  "forces_ev_per_angstrom": [[-3.20, -1.65, -2.31], [2.62, 1.84, -0.32], [0.28, 3.13, 0.07], [0.40, -0.58, 5.45], [2.10, 2.58, 1.85], [-0.73, 0.21, -1.48], [-0.27, -2.67, -2.82], [-3.03, 0.66, 0.33], [-1.09, -0.83, 1.91], [0.79, -0.04, -0.21], [-0.51, 0.15, -0.29], [0.67, -1.28, -1.57], [0.52, 0.33, 0.29], [-1.44, -1.63, 0.12], [0.29, 0.82, -0.61], [-1.04, -1.54, -2.38], [0.31, 0.09, 1.30], [3.15, -0.06, 0.98], [-0.17, -0.35, 0.29], [0.33, 0.82, -0.61]]
}

---

| no. | E (eV) |
| --- | --- |
| 1 | -10846.897 |
| 2 | -10848.417 |